This record from the Open Molecules 2025 dataset describes a structure of composition C32H28FeN5P2S4 in a non-equilibrium geometry. The level of theory is the ωB97M-V functional and the def2-TZVPD basis.

Element x y z (Å)
Fe: -0.8942 0.1201 0.0314
N: -3.2071 2.4908 2.9535
C: -2.3911 1.7295 2.1653
S: -2.3649 2.0789 0.4766
N: -1.7135 0.7665 2.7378
N: -1.0691 -0.0628 1.9114
C: -0.5200 -1.1347 2.4202
C: -0.1752 -2.1633 1.5176
C: 0.2260 -3.4524 1.9055
C: 0.2916 -4.4567 0.9732
C: -0.0368 -4.1685 -0.3539
C: -0.3431 -2.8653 -0.6829
N: -0.3621 -1.8673 0.1950
H: -3.5106 3.3601 2.5524
H: -3.0286 2.4676 3.9446
H: -0.4873 -1.2620 3.4961
H: 0.4316 -3.6357 2.9522
H: 0.5582 -5.4670 1.2570
H: -0.0458 -4.9379 -1.1107
H: -0.5739 -2.5986 -1.7088
S: -3.0152 -1.5284 -3.4894
C: -2.4487 -0.7910 -2.1059
S: -1.0560 0.2448 -2.1629
S: -3.0857 -0.9626 -0.5407
N: 2.0476 1.2103 -0.6322
P: 2.4701 -0.4023 -0.1946
C: 4.2862 -0.0343 0.0194
C: 5.0734 0.3815 -1.0565
C: 6.4183 0.6584 -0.8782
C: 6.9935 0.5271 0.3793
C: 6.2194 0.1224 1.4542
C: 4.8715 -0.1593 1.2739
C: 2.7099 -1.1818 -1.8454
C: 2.2654 -0.6186 -3.0332
C: 2.3727 -1.3205 -4.2252
C: 2.9416 -2.5835 -4.2406
C: 3.4311 -3.1332 -3.0635
C: 3.3154 -2.4376 -1.8728
P: 0.6955 1.8722 0.2300
C: 0.5934 3.3915 -0.7826
C: 0.5946 3.2372 -2.1694
C: 0.5605 4.3434 -3.0008
C: 0.5200 5.6187 -2.4573
C: 0.4801 5.7784 -1.0806
C: 0.5025 4.6732 -0.2448
C: 1.5555 2.5615 1.7156
C: 1.0355 2.3999 2.9956
C: 1.6738 2.9675 4.0912
C: 2.8422 3.6910 3.9206
C: 3.3854 3.8301 2.6500
C: 2.7468 3.2694 1.5585
H: 2.8400 1.8317 -0.7614
H: 4.6256 0.4751 -2.0379
H: 7.0211 0.9717 -1.7216
H: 8.0457 0.7414 0.5154
H: 6.6700 0.0230 2.4337
H: 4.2586 -0.4806 2.1082
H: 1.8249 0.3651 -3.0234
H: 1.9908 -0.8828 -5.1378
H: 3.0131 -3.1337 -5.1702
H: 3.8898 -4.1144 -3.0753
H: 3.6966 -2.8585 -0.9483
H: 0.6075 2.2413 -2.5876
H: 0.5632 4.2074 -4.0742
H: 0.5079 6.4855 -3.1055
H: 0.4348 6.7730 -0.6549
H: 0.4613 4.8100 0.8278
H: 0.1279 1.8304 3.1389
H: 1.2527 2.8446 5.0810
H: 3.3355 4.1442 4.7708
H: 4.3060 4.3820 2.5083
H: 3.1688 3.4019 0.5689

Force components x, y, z for each atom (eV/Å):
-2.7 1.2 1.1
0.3 -0.1 0.3
-0.1 0.3 -1.5
0.4 -0.2 0.3
-0.1 -0.1 1.6
0.2 -1.2 0.0
-0.5 1.5 0.9
0.6 -1.1 -1.6
-0.3 0.6 0.4
-0.1 -0.2 -0.6
0.1 -0.2 0.6
0.1 0.3 -0.6
0.5 0.3 1.1
0.0 0.0 0.0
0.0 0.0 0.0
-0.1 -0.1 0.0
0.0 -0.1 0.0
0.1 0.0 0.1
0.0 0.0 -0.1
0.0 0.1 0.0
-0.2 -0.1 0.0
0.1 0.1 -0.9
0.2 -0.2 -0.9
0.8 0.1 0.5
-0.2 0.0 0.4
1.0 0.4 -0.5
-0.2 -0.2 0.2
0.0 0.0 0.1
0.0 0.1 0.0
0.0 0.0 0.0
0.1 0.0 0.1
-0.1 0.0 -0.1
-0.3 -0.2 0.1
0.0 0.0 0.1
0.0 0.0 -0.1
0.0 0.1 -0.1
0.1 -0.1 0.1
-0.1 0.1 0.0
1.1 -1.1 -0.9
-0.4 0.1 0.0
0.0 0.0 0.1
0.0 0.1 0.0
0.0 0.0 0.0
0.0 0.1 0.0
0.0 -0.2 0.0
-0.4 0.0 0.1
0.0 0.0 -0.1
0.1 0.0 0.1
0.0 0.0 0.0
0.1 0.0 -0.1
-0.1 0.0 0.0
-0.1 -0.1 -0.2
0.0 0.0 0.0
0.0 0.0 0.0
0.0 0.0 0.0
0.0 0.0 0.0
0.0 0.0 0.0
-0.2 0.0 0.0
0.0 0.0 0.0
0.0 0.0 0.0
0.0 0.0 0.0
0.0 -0.1 0.0
0.0 0.0 -0.1
0.0 0.0 0.0
0.0 0.0 0.0
0.0 0.0 0.0
0.0 0.0 0.0
0.0 0.0 0.0
0.0 0.0 0.0
0.0 0.0 0.0
0.0 0.0 0.0
0.0 0.1 0.0

DFT total energy = -137398.4997 eV
HOMO level (alpha / beta) = -3.723 / -3.720 eV
Total charge = -1

This record from the Open Molecules 2025 dataset describes a cluster of 2 separate species, C3H7N in total in a non-equilibrium geometry. The level of theory is the ωB97M-V functional and the def2-TZVPD basis.

Element x y z (Å)
C: 0.8592 2.3796 2.0247
C: 1.9627 2.7131 1.3770
H: 0.7405 2.3459 3.1034
H: -0.1474 2.4888 1.6289
H: 2.8530 2.8281 1.9875
H: 1.9696 3.2094 0.4166
C: -1.7364 -3.5740 -2.0549
N: -0.9214 -2.6108 -1.9188
H: -1.4292 -4.4660 -2.6136
H: -2.7876 -3.5757 -1.7319
H: -1.3631 -1.7383 -2.2188

Force components x, y, z for each atom (eV/Å):
-1.3 1.1 0.2
0.0 0.9 1.1
0.9 -0.8 0.1
0.2 -0.3 -0.7
0.2 -0.2 -0.3
0.0 -0.7 -0.4
-0.1 0.0 -0.1
0.2 -0.4 -2.6
0.4 -0.6 1.2
-0.2 0.5 -0.7
-0.3 0.5 2.2

DFT total energy = -4711.3799 eV
HOMO level = -9.231 eV
SMILES string = C=C.C=N
Energy above the lowest of the compared OMol25 structures with the same formula, charge and spin = 64.0 kcal/mol

This record from the Open Molecules 2025 dataset describes a structure of composition C12H21CuNO. The level of theory is the ωB97M-V functional and the def2-TZVPD basis.

Element x y z (Å)
Cu: 1.3560 -0.0577 -0.5696
C: 0.2593 -0.1424 1.2104
C: -0.3202 1.1577 1.0089
C: -1.5132 1.0027 0.3141
C: -1.7427 -0.3904 0.1109
C: -0.6752 -1.0903 0.6610
C: -0.5308 -2.5832 0.7784
C: -2.8819 -0.9435 -0.6967
C: -2.3719 2.0995 -0.2492
C: 0.2923 2.4635 1.4461
C: 1.0879 -0.4916 2.4235
H: 0.5114 -2.8938 0.6624
H: -1.1064 -3.1080 0.0112
H: -0.8725 -2.9586 1.7533
H: -2.7809 -0.7160 -1.7667
H: -3.8426 -0.5265 -0.3767
H: -2.9541 -2.0296 -0.6030
H: -3.3469 2.1658 0.2500
H: -2.5735 1.9499 -1.3165
H: -1.8871 3.0735 -0.1477
H: 0.7227 3.0293 0.6119
H: 1.0974 2.2985 2.1704
H: -0.4420 3.1157 1.9312
H: 1.7103 -1.3787 2.2566
H: 0.4574 -0.6998 3.3009
H: 1.7637 0.3220 2.7100
C: 0.7485 -1.0935 -3.3093
C: 1.4673 0.0278 -2.5426
O: 1.9997 0.8904 -3.2342
H: 0.7481 -0.9027 -4.3916
H: -0.2751 -1.1950 -2.9290
H: 1.2606 -2.0403 -3.0951
N: 3.4330 0.3263 0.3326
H: 4.0320 -0.4536 0.5668
H: 3.3223 0.9210 1.1435
H: 3.8472 0.8517 -0.4266

Force components x, y, z for each atom (eV/Å):
-0.3 0.1 -0.3
-0.2 -0.2 0.5
0.2 0.2 -0.2
-0.1 -0.1 -0.1
-0.1 0.2 0.0
0.1 -0.1 -0.2
0.0 0.0 0.0
0.1 0.0 0.0
0.0 0.0 0.0
0.0 0.0 0.0
0.2 0.0 0.0
0.0 0.0 0.0
0.0 0.0 0.0
0.0 0.0 0.0
0.0 0.0 0.0
0.0 0.0 0.0
0.0 0.0 0.0
0.0 0.0 0.0
0.0 0.0 0.0
0.0 0.0 0.0
0.0 0.0 0.0
0.0 0.0 0.0
0.0 0.0 0.0
0.0 0.0 0.0
0.0 0.0 0.0
0.0 -0.1 0.0
-0.1 0.0 -0.1
-0.2 -0.3 0.4
0.3 0.3 -0.2
0.0 0.0 0.0
0.1 0.0 0.0
0.0 0.1 0.0
0.1 0.1 0.0
0.0 0.0 0.0
0.1 0.0 0.0
0.0 0.0 0.0

DFT total energy = -60962.2480 eV
HOMO level = -2.750 eV
Total charge = -1

This record from the Open Molecules 2025 dataset describes a structure of composition C30H26BEuIN11 in a non-equilibrium geometry. The level of theory is the ωB97M-V functional and the def2-TZVPD basis.

Element x y z (Å)
Eu: 0.1584 0.1917 0.3926
C: -1.2035 -0.8040 -3.0770
C: -2.0867 -1.0981 -1.9142
C: -3.4312 -1.4723 -1.8695
C: -3.7169 -1.6219 -0.5287
N: -2.5993 -1.3737 0.1768
N: -1.5998 -1.0282 -0.6732
B: -2.3809 -1.3765 1.7057
N: -2.3415 0.1153 2.1506
C: -2.9303 0.6769 3.2205
C: -2.8443 2.0451 3.1020
C: -2.1557 2.2652 1.9054
C: -1.7838 3.5734 1.2992
N: -1.8502 1.0939 1.3323
N: -1.0053 -2.0688 2.0266
C: -0.7966 -2.9511 3.0183
C: 0.4802 -3.4537 2.9057
C: 1.0189 -2.8182 1.7836
C: 2.3600 -3.0026 1.1633
N: 0.1163 -1.9785 1.2645
N: -3.4301 -2.1684 2.4511
C: -4.0127 -3.3420 2.0870
C: -4.6250 -3.8796 3.1887
C: -4.3542 -2.9724 4.2352
C: -4.7313 -3.0854 5.6673
N: -3.6332 -1.9717 3.7680
H: -1.7915 -0.6586 -3.9776
H: -0.5195 -1.6347 -3.2564
H: -0.6115 0.0987 -2.8885
H: -4.1020 -1.5990 -2.6931
H: -4.6468 -1.8681 -0.0567
H: -3.3666 0.0567 3.9799
H: -3.2328 2.7818 3.7736
H: -2.5133 4.3273 1.5854
H: -1.7548 3.5040 0.2115
H: -0.8065 3.9029 1.6604
H: -1.5430 -3.1581 3.7575
H: 0.9495 -4.1858 3.5299
H: 2.5747 -4.0649 1.0586
H: 3.1356 -2.5654 1.7911
H: 2.3947 -2.5351 0.1767
H: -3.9411 -3.7276 1.0909
H: -5.1996 -4.7810 3.2498
H: -5.5428 -3.7981 5.7906
H: -5.0329 -2.1190 6.0641
H: -3.8778 -3.4348 6.2502
I: 0.9250 0.7703 3.4141
C: 3.0471 0.4641 3.0426
C: 3.8553 0.4424 4.1458
C: 5.2355 0.2464 3.9882
C: 5.7528 0.0960 2.7340
C: 4.9318 0.1467 1.5891
C: 5.4932 0.0374 0.3034
C: 4.7154 0.0803 -0.8133
C: 3.3176 0.2264 -0.6902
C: 2.7109 0.3215 0.5424
C: 3.5138 0.3184 1.7160
H: 3.4408 0.5751 5.1338
H: 5.8737 0.2177 4.8579
H: 6.8093 -0.0665 2.5867
H: 6.5642 -0.0630 0.2292
H: 5.1520 0.0038 -1.7970
H: 2.7455 0.2799 -1.6172
N: 0.6056 2.2290 -0.5966
C: 1.0693 3.3053 -0.6067
C: 1.6083 4.5427 -0.4716
C: 1.5088 5.5390 -1.4482
N: 1.4105 6.3669 -2.2364
C: 2.2526 4.7796 0.7521
N: 2.7794 4.9017 1.7651

Force components x, y, z for each atom (eV/Å):
-1.1 0.3 -0.3
0.1 0.0 0.1
-0.1 0.1 0.1
0.2 0.1 0.1
0.3 0.1 -0.2
-0.3 -0.3 0.0
-0.1 -0.1 -0.2
0.1 0.1 0.1
-0.4 -0.2 0.5
0.1 0.3 0.0
0.3 -0.1 -0.3
-0.1 0.2 0.1
0.1 0.0 -0.1
0.2 0.1 0.0
-0.2 -0.3 0.2
0.3 0.1 0.0
0.0 0.2 -0.3
0.0 -0.1 0.1
0.0 0.0 0.0
0.4 -0.4 0.2
-0.4 -0.4 -0.3
0.0 -0.2 0.1
0.1 0.2 -0.1
0.1 -0.2 -0.7
0.1 0.1 0.1
0.2 0.5 0.9
0.0 0.1 -0.1
0.0 0.0 0.0
-0.1 0.0 -0.2
-0.1 0.0 -0.2
-0.1 -0.1 0.2
-0.1 0.0 0.0
-0.1 0.2 0.1
0.0 0.0 0.0
0.0 0.0 0.1
0.0 0.0 0.0
-0.3 0.0 0.1
0.1 -0.2 0.1
0.0 0.0 0.0
0.1 0.0 0.0
0.1 -0.1 0.1
0.0 -0.1 -0.2
-0.1 -0.2 -0.1
0.0 0.0 0.0
-0.1 0.0 0.1
0.0 0.0 0.1
1.1 0.0 -0.2
-1.1 0.2 0.3
-0.2 0.0 -0.1
0.0 0.0 -0.1
-0.1 0.0 0.1
-0.4 0.0 -0.1
0.0 0.0 -0.1
-0.1 -0.5 0.1
-0.9 0.6 -0.3
2.4 -0.5 -0.1
-0.4 0.4 0.7
0.0 0.0 0.0
0.0 0.0 0.1
0.1 0.0 0.0
0.2 0.1 -0.1
0.0 0.0 -0.1
0.0 0.2 0.1
0.1 -0.3 -0.4
-0.1 0.1 0.1
-0.1 -0.4 0.0
-0.2 0.3 -0.5
0.0 0.3 -0.3
0.2 0.0 0.3
0.2 0.0 0.5

DFT total energy = -76023.8519 eV
HOMO level (alpha / beta) = -10.805 / -10.739 eV
Total charge = +1
Spin multiplicity = 8
<S²> = 15.7649

This record from the Open Molecules 2025 dataset describes an isolated molecule of C19H18F3N3O in a non-equilibrium geometry. The level of theory is the ωB97M-V functional and the def2-TZVPD basis.

Element x y z (Å)
H: -3.7730 -1.8227 -0.6168
N: -2.8559 -1.3981 -0.8300
C: -2.1065 -0.9630 0.1221
N: -2.4885 -1.3328 1.3777
C: -1.6622 -1.0108 2.4823
C: -2.1561 -1.2313 3.7545
C: -1.3865 -0.7202 4.8533
C: -1.6931 -0.8662 6.2936
F: -0.9246 -1.8360 6.8184
F: -1.6375 0.3609 6.9303
F: -2.9126 -1.2338 6.5328
C: -0.1893 -0.1642 4.6151
C: 0.3072 0.0078 3.3577
C: -0.4495 -0.4116 2.2880
C: 0.2201 -0.2297 0.9118
N: -0.7705 -0.5202 -0.1808
C: -0.4785 0.0432 -1.5708
C: -0.3815 1.5317 -1.6787
C: 0.5501 1.9213 -2.8209
C: 0.8549 3.1243 -3.4355
C: 1.6912 3.1869 -4.5333
C: 2.4144 2.0126 -4.8545
C: 2.0473 0.7739 -4.3281
C: 1.1975 0.7057 -3.2034
C: 0.8573 -0.3639 -2.3180
O: 1.9462 -0.7090 -1.4823
C: 2.6759 -1.8701 -1.8262
H: -3.5079 -1.4172 1.5907
H: -3.0533 -1.8215 3.7693
H: 0.3659 0.1816 5.4997
H: 1.1645 0.6031 3.1475
H: 1.0379 -0.9989 0.8353
H: 0.4996 0.8640 0.9198
H: -1.2174 -0.2633 -2.3239
H: -1.3302 1.8713 -1.8781
H: -0.0435 2.0014 -0.8227
H: 0.2545 3.9260 -3.1879
H: 1.9206 4.0688 -5.1977
H: 3.1516 2.0273 -5.6266
H: 2.6906 -0.1022 -4.6342
H: 0.5923 -1.2108 -2.9406
H: 3.5242 -2.1232 -1.1761
H: 2.0265 -2.7443 -1.7404
H: 3.0280 -1.8465 -2.8922

Force components x, y, z for each atom (eV/Å):
1.0 0.5 0.5
0.0 1.2 -1.4
0.0 -2.4 -2.8
0.6 0.8 2.8
-1.6 -0.1 -0.2
1.2 0.7 1.2
-1.9 -1.7 -1.6
-0.7 0.7 -0.3
0.7 0.8 0.8
1.3 -1.1 0.0
-2.4 -1.0 0.1
2.0 1.4 1.4
-0.8 0.1 -0.6
1.8 0.3 -1.4
-1.8 -0.3 0.1
-0.6 0.8 -0.3
1.2 -0.8 -0.1
0.5 1.0 -0.9
1.1 -2.9 0.1
-0.7 -1.0 -0.8
1.9 -0.6 -0.7
-1.7 0.1 -0.2
1.8 -0.9 1.3
0.1 4.2 -2.0
-0.7 -3.5 0.7
0.8 0.2 1.0
-0.4 -0.8 -1.3
1.6 0.1 -0.7
-0.4 0.1 0.8
-0.1 0.0 -0.6
0.8 0.0 0.1
-0.4 1.4 0.0
0.4 -1.3 -0.5
-0.2 -0.3 1.0
-2.4 1.3 -0.3
0.6 0.9 2.1
-0.9 1.9 0.6
-0.6 -0.7 1.4
0.3 0.1 -0.5
-1.1 0.8 0.3
0.1 -0.8 0.1
-0.2 1.0 0.1
-0.2 -0.1 -0.1
-0.1 0.1 0.8

DFT total energy = -34663.2695 eV
HOMO level = -8.358 eV
SMILES string = [H]/N=C1\Nc2cc(C(F)(F)F)ccc2CN1[C@H]1Cc2ccccc2[C@H]1OC
Energy above the lowest of the compared OMol25 structures with the same formula, charge and spin = 10.2 kcal/mol

This record from the Open Molecules 2025 dataset describes a cluster of 5 separate species, C14H29N5O8 in total in a non-equilibrium geometry. The level of theory is the ωB97M-V functional and the def2-TZVPD basis.

Element x y z (Å)
N: 3.9376 -0.2052 0.7068
C: 3.5992 0.7010 0.1349
O: 2.9749 1.4381 -0.8126
O: 1.9808 2.2035 -0.1967
C: 0.9720 1.3864 0.3061
O: 0.6679 1.5490 1.4254
O: 0.3597 0.4520 -0.4475
H: 0.6089 -0.4473 -0.1731
C: 6.6420 2.9938 5.0760
N: 6.7743 2.2083 3.8644
C: 5.7863 1.6731 3.0933
C: 4.3587 1.9068 3.5241
O: 6.0693 1.0312 2.0949
H: 7.1138 3.9656 4.9163
H: 7.1626 2.4785 5.8858
H: 5.6028 3.1401 5.3527
H: 7.7013 2.0134 3.5186
H: 3.6892 1.4236 2.8185
H: 4.1875 1.4774 4.5127
H: 4.1372 2.9755 3.5361
C: -2.3437 0.6190 3.6918
N: -2.1743 -0.1088 2.4498
C: -3.1320 -0.6008 1.6256
C: -4.5737 -0.3864 2.0115
O: -2.8153 -1.1983 0.6040
H: -1.8634 1.5942 3.5917
H: -1.8501 0.0642 4.4918
H: -3.3909 0.7566 3.9420
H: -1.2363 -0.2893 2.1259
H: -5.2158 -0.8355 1.2571
H: -4.7825 -0.8619 2.9710
H: -4.7957 0.6806 2.0654
C: -0.3927 1.1296 -4.6941
N: 0.3427 0.3472 -3.7199
C: 1.6603 0.0116 -3.7295
C: 2.5015 0.4952 -4.8837
O: 2.1284 -0.6614 -2.8228
H: -0.8209 1.9995 -4.1920
H: -1.2051 0.5182 -5.0920
H: 0.2410 1.4611 -5.5105
H: -0.1545 -0.0104 -2.9181
H: 3.5232 0.1485 -4.7492
H: 2.1200 0.0936 -5.8238
H: 2.5071 1.5860 -4.9166
C: -4.8149 -3.0885 -3.7577
N: -5.7747 -3.4525 -2.7345
C: -5.5474 -3.6868 -1.4117
C: -4.1325 -3.5615 -0.9105
O: -6.4758 -3.9865 -0.6756
H: -5.1104 -2.1297 -4.1896
H: -4.8336 -3.8487 -4.5416
H: -3.8088 -3.0083 -3.3586
H: -6.7424 -3.5539 -2.9992
H: -4.1093 -3.7748 0.1545
H: -3.4870 -4.2787 -1.4219
H: -3.7662 -2.5474 -1.0655

Force components x, y, z for each atom (eV/Å):
1.3 -2.6 2.2
-2.5 2.6 -3.7
1.7 -1.0 0.2
-1.2 0.5 0.2
-0.2 -1.3 0.0
-0.5 0.9 1.9
1.1 0.5 -1.1
-0.1 0.2 0.0
0.5 -0.2 -0.3
-0.4 0.0 0.0
0.3 -0.2 -0.3
0.0 0.0 0.0
0.1 0.3 0.2
-0.1 0.1 0.2
-0.1 0.2 0.2
0.0 0.0 -0.1
0.0 0.0 0.0
0.1 0.0 0.0
-0.1 0.1 0.0
0.0 0.0 0.2
0.5 -0.1 -0.2
-0.4 -0.1 -0.1
0.3 -0.1 -0.2
-0.1 0.0 -0.1
0.0 0.1 0.1
-0.1 0.1 0.2
-0.1 0.1 0.2
0.0 -0.1 -0.1
0.0 0.2 0.1
0.1 0.0 0.0
-0.1 0.1 0.0
0.0 0.0 0.2
-0.2 -0.2 0.5
0.3 0.0 -0.2
-0.1 -0.2 0.3
0.1 0.0 0.0
0.0 0.0 -0.1
0.0 0.1 -0.2
0.0 0.2 -0.2
0.0 0.0 0.1
0.0 0.1 0.0
-0.1 0.0 0.1
0.0 0.2 0.0
0.0 0.0 -0.2
-0.6 -0.1 -0.1
0.2 0.0 0.2
-0.2 -0.2 0.2
-0.1 -0.1 -0.1
0.0 0.1 0.0
0.2 0.0 -0.1
0.2 0.1 -0.1
-0.1 0.0 0.1
0.0 0.0 0.0
-0.1 0.0 -0.1
0.1 0.1 0.0
0.2 -0.1 0.0

DFT total energy = -38815.3891 eV
HOMO level = -9.226 eV
SMILES string = N#COOC(=O)O.CNC(C)=O.CNC(C)=O.CNC(C)=O.CNC(C)=O

> Which formula does entry 1 have?

C32H28FeN5P2S4

Repeat the second record exactly.
This record from the Open Molecules 2025 dataset describes a cluster of 2 separate species, C3H7N in total in a non-equilibrium geometry. The level of theory is the ωB97M-V functional and the def2-TZVPD basis.

Element x y z (Å)
C: 0.8592 2.3796 2.0247
C: 1.9627 2.7131 1.3770
H: 0.7405 2.3459 3.1034
H: -0.1474 2.4888 1.6289
H: 2.8530 2.8281 1.9875
H: 1.9696 3.2094 0.4166
C: -1.7364 -3.5740 -2.0549
N: -0.9214 -2.6108 -1.9188
H: -1.4292 -4.4660 -2.6136
H: -2.7876 -3.5757 -1.7319
H: -1.3631 -1.7383 -2.2188

Force components x, y, z for each atom (eV/Å):
-1.3 1.1 0.2
0.0 0.9 1.1
0.9 -0.8 0.1
0.2 -0.3 -0.7
0.2 -0.2 -0.3
0.0 -0.7 -0.4
-0.1 0.0 -0.1
0.2 -0.4 -2.6
0.4 -0.6 1.2
-0.2 0.5 -0.7
-0.3 0.5 2.2

DFT total energy = -4711.3799 eV
HOMO level = -9.231 eV
SMILES string = C=C.C=N
Energy above the lowest of the compared OMol25 structures with the same formula, charge and spin = 64.0 kcal/mol

> Which formula does entry 5 have?

C19H18F3N3O